Molecular formula: C5H10N5
Method: DFT, ωB97M-V/def2-TZVPD

```
20
Properties=species:S:1:pos:R:3:forces:R:3:mulliken_charge:R:1
C 1.28719 0.41631 0.34164 1.5 0.5 1.6 0.692
C -0.86036 -0.31912 -0.29701 1.8 0.9 2.4 0.003
C 0.55064 1.47056 1.99170 -0.5 0.6 1.4 0.256
C 2.60249 -0.38331 0.12551 -1.2 3.1 -0.5 -1.220
C -3.64763 -2.03721 -2.94679 0.2 0.2 0.4 -0.566
N 1.36186 1.78081 0.97635 1.2 -1.9 -3.5 -0.167
N -0.77018 -0.39287 1.04100 0.1 -0.5 0.4 -0.048
N 0.07976 2.01388 2.99139 -1.3 -1.1 0.1 -0.540
N 0.48316 0.03217 1.56207 -0.6 0.6 -0.8 -0.139
N 0.31966 0.26000 -0.71916 -2.4 -1.0 0.4 -0.177
H 2.17686 -1.32540 -0.10494 0.8 -1.4 -0.1 0.362
H 3.34484 -0.20534 0.90073 -0.5 -0.8 0.5 0.350
H 3.08047 0.12957 -0.71445 -0.1 -0.6 -0.5 0.351
H -4.16809 -2.07697 -1.94540 0.6 -0.1 -1.5 0.263
H -3.99461 -2.60142 -3.85065 0.4 0.6 1.2 0.288
H -2.73776 -1.39264 -3.01971 -1.1 -0.7 0.0 0.207
H 1.82197 2.56662 0.55140 -0.2 0.6 0.5 0.191
H -1.28451 -0.92174 1.74766 -0.4 0.1 -0.9 0.279
H -0.09347 3.00123 3.02968 0.6 0.4 0.1 0.271
H 0.44772 -0.01514 -1.66102 1.2 0.5 -1.2 0.344
```
Positions in Å, forces in eV/Å.

largest force on an atom = 4.18 eV Å⁻¹
energy = -12783.39430 eV
net charge = +1
frontier orbital gap (spin up / spin down) = 0.3717 / 0.1174 Eh